18
Properties=species:S:1:pos:R:3:forces:R:3:lowdin_charge:R:1 method="wB97M-V/def2-TZVPD" de_lowest_kcal_mol=77.1 lumo_energy_ev=1.15 e_homo_ev=-9.2 charge=0 largest_force_ev_per_a=3.726
C 2.543357 0.059604 1.193174 -0.7 -2.1 -0.4 -0.11
C 1.318508 -0.973153 1.199448 0.1 -1.4 -1.8 -0.24
C 0.447407 -1.056685 -0.158502 -0.7 -1.2 -0.7 -0.23
C -0.389863 0.128150 -0.696316 1.0 3.1 1.7 -0.24
C -2.589469 1.475848 -1.084513 3.1 -0.3 -1.5 -0.02
C -1.898724 0.439108 -0.561183 0.0 -0.6 0.0 -0.17
H 3.290258 -0.155468 1.967053 -0.8 0.3 0.7 0.05
H 2.010446 1.019840 1.319065 1.2 -0.1 -0.4 0.07
H 3.239223 -0.128428 0.342373 -1.1 0.8 -0.2 0.07
H 1.546720 -2.128629 1.363521 0.0 2.7 0.1 0.13
H 0.620307 -0.597641 1.919305 -0.3 -0.2 1.0 0.07
H -0.347403 -1.924441 -0.021343 2.2 1.0 -0.6 0.13
H 1.201690 -1.101290 -1.035715 -1.2 -1.1 1.4 0.12
H -0.320130 0.234760 -1.741239 0.9 -0.3 -1.5 0.08
H 0.280100 0.952166 -0.266907 -1.4 -0.1 -0.8 0.12
H -2.126451 2.127994 -1.878683 0.3 -0.3 1.4 0.07
H -3.596694 1.736993 -1.077894 -1.9 -0.6 0.6 0.02
H -2.385368 -0.473091 -0.242185 -0.8 0.3 1.0 0.08